# C15H29N7O3P2S

C15H29N7O3P2S as an isolated structure (ωB97M-V/def2-TZVPD, OMol25).

For the HOMO energy, the calculation gives -7.64 eV. Its max |F| is 1.60 eV/Å. Its LUMO energy is -0.65 eV. Its total energy is -2278.957421 a.u.

```
! RIJCOSX wB97M-V def2-TZVPD def2/J DEFGRID3
* xyz 0 1
C 2.46043 -1.23506 1.86082
P 1.77999 -0.41639 0.34320
C 1.31087 -1.76789 -0.84476
C 0.24081 0.43523 0.89304
C -0.98689 0.19268 0.38740
C -2.21725 0.82339 0.82176
C -3.49538 0.36738 0.14148
C -4.34939 -0.65761 0.96796
C -3.55616 -1.50104 1.98669
C -2.73837 -2.64816 1.35446
N -2.24933 -3.58007 2.40006
C -2.20472 1.75616 1.82491
P -3.70038 2.59046 2.51765
C -4.84291 3.13100 1.17837
O -3.14925 4.02519 3.14006
C -0.91153 2.05511 2.39081
N -0.62792 2.89295 3.38596
S 0.94243 2.87558 3.69270
N 1.42088 1.77184 2.59131
C 0.32719 1.41361 1.94948
H 2.73761 -0.48667 2.61338
H 1.68218 -1.87942 2.30390
H 3.35918 -1.81253 1.61026
H 0.25585 -2.04409 -0.68764
H 1.90573 -2.65755 -0.59013
H 1.50663 -1.42375 -1.86571
H -1.06366 -0.54739 -0.41167
H -3.18467 -0.15958 -0.77632
H -4.13934 1.18405 -0.19560
H -4.76601 -1.36686 0.23262
H -5.20855 -0.17304 1.45526
H -4.30976 -2.00784 2.62002
H -2.95458 -0.90076 2.68694
H -1.88524 -2.28680 0.76659
H -3.37036 -3.25639 0.68651
H -2.77866 -3.46263 3.25705
H -1.28189 -3.35330 2.60559
H -5.55375 3.82374 1.65543
H -5.43202 2.25308 0.88889
H -4.37438 3.64358 0.32768
H -2.83203 3.88108 4.03969
C 2.73522 1.52596 -3.34548
O 2.20689 0.48796 -3.74028
N 2.79985 1.85074 -2.03254
N 3.29700 2.42651 -4.20328
H 3.22508 2.68896 -1.68452
H 2.39248 1.19432 -1.37784
H 3.26413 2.21053 -5.18248
H 3.73463 3.27741 -3.90653
C 5.79439 -1.55960 -3.51576
O 6.26562 -0.76872 -2.71639
N 6.46276 -2.69120 -3.90593
N 4.56958 -1.38746 -4.08663
H 6.09707 -3.35553 -4.56038
H 7.36814 -2.84919 -3.50463
H 4.04650 -0.56705 -3.82399
H 4.16741 -2.02688 -4.74466
*
```



# C59H52ClGeN4O9PTl

C59H52ClGeN4O9PTl as an isolated structure (ωB97M-V/def2-TZVPD, OMol25).

For the HOMO energy (alpha / beta), the calculation gives -1.73 / -1.72 eV. Its max |F| is 1.63 eV/Å. The value obtained for the relative energy (zero: lowest compared OMol25 entry of this formula, charge and spin) is 34.8 kcal per mole. Its LUMO energy (alpha / beta) is 3.59 / 2.75 eV. Its total energy is -6226.759387 a.u.

```
! RIJCOSX wB97M-V def2-TZVPD def2/J DEFGRID3
* xyz -2 2
Tl -0.24995 -0.76455 1.19779
O 1.74091 3.03644 6.51638
C 2.64368 2.09996 6.43395
O 3.68412 2.15627 7.06539
C 2.36331 0.92377 5.53925
C 3.17882 -0.18591 5.50096
Cl 4.66354 -0.44115 6.29764
N 2.64549 -1.08276 4.63706
N 1.54027 -0.58452 4.05587
C 1.32633 0.60148 4.59068
C 0.07672 1.37685 4.17668
O -0.24498 2.34687 4.91886
O -0.59879 1.03521 3.18523
C 3.09270 -2.40470 4.31206
C 2.93983 -2.85249 3.01389
C 3.34327 -4.13137 2.66583
C 3.92403 -4.95579 3.61290
C 4.06673 -4.50691 4.91811
C 3.63849 -3.24034 5.27928
H 0.91928 2.82856 5.89204
H 2.49314 -2.19687 2.28202
H 3.18183 -4.48014 1.65251
H 4.23904 -5.95669 3.34311
H 4.49432 -5.15782 5.67040
H 3.71009 -2.92393 6.30765
O 0.24872 -6.65443 3.82930
C 0.01352 -5.60244 3.25831
C 0.79630 -5.01679 2.12453
O 1.73781 -5.54998 1.53404
C 0.23436 -3.68991 1.87136
C -0.78091 -3.40656 2.86141
O -1.26830 -2.26217 3.00886
C -1.10377 -4.65449 3.57101
O -2.11033 -4.89708 4.22881
O 0.54019 -2.88064 0.94160
C -2.31366 -4.29649 -1.99401
C -1.51956 -3.45225 -1.19936
N -2.03166 -2.53686 -0.40784
C -3.36590 -2.42423 -0.30900
C -4.24554 -3.19770 -1.08807
C -3.67382 -4.14822 -1.95375
C -5.66316 -3.03222 -0.94855
C -6.16941 -2.19284 -0.02153
C -5.30487 -1.44885 0.84857
C -5.79684 -0.66925 1.91185
C -4.91698 -0.06631 2.76687
C -3.54116 -0.17126 2.50952
N -3.05870 -0.83980 1.48437
C -3.90780 -1.52490 0.69372
H -1.84730 -5.04851 -2.61865
H -0.43799 -3.53439 -1.19270
H -4.32754 -4.76556 -2.56205
H -6.31404 -3.62809 -1.58050
H -7.24123 -2.08860 0.11221
H -6.86939 -0.57597 2.04493
H -5.26396 0.48975 3.62881
H -2.80332 0.30955 3.14611
C -3.72114 0.75614 -2.23282
C -3.79069 2.10482 -1.50026
C -4.93275 2.04704 -0.48175
C -4.05881 3.20003 -2.53071
P -2.14641 2.19589 -0.53695
C -1.08390 2.67080 -1.96712
C -0.46372 1.58572 -2.58583
C 0.23937 1.72679 -3.77596
C 0.37588 2.98138 -4.34800
C -0.19619 4.08309 -3.72269
C -0.92974 3.92897 -2.55366
C -2.16307 3.69384 0.62177
C -2.87253 4.98483 0.20890
C -2.78998 3.18420 1.92956
C -0.67551 3.96896 0.89964
H -4.68001 0.54052 -2.72056
H -3.50103 -0.05671 -1.53593
H -2.93971 0.76510 -2.99676
H -5.86309 1.74288 -0.97627
H -5.10242 3.01941 -0.01371
H -4.71559 1.31898 0.30589
H -5.03514 3.01828 -2.99897
H -3.30501 3.19570 -3.31882
H -4.08077 4.19714 -2.08227
H -0.55020 0.61496 -2.10602
H 0.69570 0.85843 -4.23942
H 0.94730 3.10841 -5.26178
H -0.09358 5.07091 -4.16102
H -1.38344 4.80302 -2.10726
H -3.92020 4.81787 -0.04843
H -2.38673 5.48945 -0.62686
H -2.84899 5.67324 1.06181
H -3.84178 2.91565 1.79977
H -2.72939 3.96446 2.69790
H -2.24450 2.31750 2.30357
H -0.14443 4.29651 0.00397
H -0.19140 3.06217 1.28003
H -0.57978 4.74089 1.67178
C 4.76584 -0.78045 -0.68797
Ge 2.86245 -0.38127 -1.14590
C 2.50709 -1.66735 -2.64400
C 3.48428 -2.55538 -3.09913
C 3.16365 -3.59858 -3.95676
C 1.85304 -3.77904 -4.38138
C 0.86248 -2.91414 -3.93480
C 1.18932 -1.88599 -3.05900
C 3.16204 1.48948 -1.82189
C 2.73922 2.46271 -0.94251
C 3.04054 3.82949 -1.13171
C 3.78605 4.22111 -2.20510
C 4.24629 3.26258 -3.14257
C 5.04630 3.64056 -4.25061
C 5.50116 2.71159 -5.14432
C 5.14673 1.35372 -4.98829
C 4.37236 0.96060 -3.93275
C 3.91802 1.89136 -2.96070
H 5.41153 -0.61769 -1.55549
H 4.87560 -1.80608 -0.33169
H 5.09179 -0.11637 0.11524
H 4.51060 -2.43280 -2.76834
H 3.93259 -4.28467 -4.29072
H 1.60190 -4.60726 -5.03298
H -0.16533 -3.05209 -4.24744
H 0.39464 -1.25770 -2.67091
H 2.15441 2.17242 -0.07185
H 2.69481 4.55638 -0.40569
H 4.04007 5.26443 -2.35970
H 5.29151 4.69085 -4.37432
H 6.13353 3.01486 -5.96990
H 5.49655 0.62337 -5.70814
H 4.08630 -0.07790 -3.81922
*
```



# C6H16O4

A 2-piece molecular cluster, C6H16O4 overall (ωB97M-V/def2-TZVPD, OMol25).

For the HOMO energy, the calculation gives -10.05 eV. As for the SMILES: OCCCO.OCCCO. Its max |F| is 2.51 eV/Å. The value obtained for the relative energy (zero: lowest compared OMol25 entry of this formula, charge and spin) is 56.5 kcal per mole. Its LUMO energy is 0.77 eV. Its total energy is -539.096953 a.u.

```
! RIJCOSX wB97M-V def2-TZVPD def2/J DEFGRID3
* xyz 0 1
O -5.49095 -2.50897 2.38832
C -4.77887 -2.14872 1.19792
C -3.36624 -1.72530 1.50115
C -2.44389 -1.61422 0.26214
O -1.10176 -1.30291 0.69191
H -6.31717 -3.02509 2.28162
H -4.69132 -3.08045 0.60661
H -5.32741 -1.40987 0.58258
H -3.54076 -0.87127 2.18352
H -2.94666 -2.55542 2.10140
H -2.38356 -2.57907 -0.27718
H -2.84610 -0.86002 -0.44132
H -1.25792 -0.84200 1.54254
O 5.77584 2.93727 -0.38812
C 4.41052 2.88080 -0.88535
C 3.90140 1.44042 -1.28363
C 2.37294 1.32884 -1.38426
O 1.96503 0.02565 -1.78062
H 6.15883 3.80452 -0.63630
H 3.75065 3.21736 -0.06270
H 4.34316 3.62904 -1.69840
H 4.48037 1.17692 -2.18961
H 4.15772 0.70681 -0.49523
H 1.92983 1.59444 -0.40520
H 2.06097 2.09956 -2.11509
H 1.18535 -0.31827 -1.29666
*
```